*P*
A 2-piece molecular cluster, C4H11N2 overall. Source: OMol25; level of theory: ωB97M-V/def2-TZVPD.

Positions of all 17 atoms, in Å:
H: -1.399 0.793 -0.356
C: -1.057 -0.164 -2.430
C: 0.264 -0.061 -2.404
H: -1.583 -1.051 -2.110
H: 0.232 -0.863 0.217
C: 1.486 -0.835 1.961
H: 1.157 -0.941 2.986
H: -1.748 1.978 0.868
H: 0.763 0.825 -2.770
H: 1.834 -1.791 1.605
H: 2.283 -0.111 1.912
N: -1.280 1.131 0.589
H: -1.650 0.642 -2.842
H: -0.207 1.098 2.342
C: -0.367 0.631 1.375
H: 0.917 -0.859 -2.062
N: 0.354 -0.422 1.119

Calculated values
Net charge: +1
Frontier orbital gap (eV): 10.95
E_LUMO (eV): -3.4143

Mulliken atomic charge list, values in e, 6 entries: atom 1 (H): 0.1437, atom 2 (C): -0.8720, atom 3 (C): -0.4048, atom 4 (H): 0.3570, atom 5 (H): 0.2160, atom 6 (C): -0.8963


*Q*
An isolated ion of composition C4H11N2 and charge +1. Source: OMol25; level of theory: ωB97M-V/def2-TZVPD.

Positions of all 17 atoms, in Å:
C: 1.276 2.114 -0.245
H: -1.380 1.762 -0.197
H: -0.836 -2.455 0.249
H: -2.308 -0.602 0.451
C: -0.392 -1.489 0.446
C: -1.349 -0.357 -0.019
H: 0.849 3.103 -0.154
H: 1.650 -2.163 0.136
H: -1.548 -0.334 -1.090
N: 0.592 1.034 -0.117
H: -0.014 -1.445 1.454
N: 0.985 -1.561 -0.333
H: -0.879 1.252 1.432
H: 0.905 -2.044 -1.221
C: -0.800 1.052 0.378
H: 1.071 0.142 -0.375
H: 2.178 1.990 -0.795

Calculated values
Net charge: +1
Frontier orbital gap (eV): 9.50
SMILES string: C=[NH+]CCCN
E_LUMO (eV): -4.7574

Mulliken atomic charge list, values in e, 6 entries: atom 1 (C): -0.1660, atom 2 (H): 0.3915, atom 3 (H): 0.3901, atom 4 (H): 0.3533, atom 5 (C): -0.6385, atom 6 (C): -0.6040


Unit: eV. Relative energies: *P* 0.000; *Q* 0.495.


*P*
A 2-piece molecular cluster, C4H11N2 overall. Source: OMol25; level of theory: ωB97M-V/def2-TZVPD.

Positions of all 17 atoms, in Å:
H: -2.979 -0.543 -1.106
H: -0.461 0.680 -0.141
C: -2.565 0.312 -0.543
H: -2.749 1.350 -0.970
C: -0.291 -1.301 -0.301
H: 2.910 0.604 1.094
H: -2.133 1.084 1.393
N: 0.960 -1.234 -0.277
C: -1.117 -0.081 -0.052
N: 2.877 0.725 0.068
H: 1.381 -2.114 -0.299
H: 1.752 -0.362 -0.241
H: 2.398 1.459 -0.424
H: -2.674 -0.663 1.400
C: -2.330 0.160 0.892
H: 3.796 0.467 -0.348
H: -0.855 -2.273 -0.401

Calculated values
Net charge: +1
Frontier orbital gap (eV): 10.75
E_LUMO (eV): -3.6935

Mulliken atomic charge list, values in e, 6 entries: atom 1 (H): 0.2509, atom 2 (H): 0.3734, atom 3 (C): -0.4310, atom 4 (H): 0.2555, atom 5 (C): 0.2707, atom 6 (H): 0.3000


*Q*
An isolated ion of composition C4H11N2 and charge +1. Source: OMol25; level of theory: ωB97M-V/def2-TZVPD.

Positions of all 17 atoms, in Å:
N: -0.405 -0.530 -0.678
H: -0.229 2.190 1.007
H: -1.504 -1.050 0.850
H: -0.335 1.158 -1.608
H: -0.467 0.633 2.259
C: -0.519 -1.010 0.599
H: 0.933 -0.126 1.902
H: 1.180 1.522 0.475
H: -1.717 0.931 -0.544
H: 0.605 -0.837 -2.404
H: -0.082 -1.947 0.636
H: 1.544 -0.329 -1.155
C: 0.762 -0.975 -1.436
N: 0.080 0.229 1.510
C: -0.708 0.894 -0.636
H: 0.773 -2.124 -1.310
C: 0.090 1.370 0.531

Calculated values
Net charge: +1
Frontier orbital gap (eV): 10.44
SMILES string: CN1CC[NH2+]C1
E_LUMO (eV): -3.3488

Mulliken atomic charge list, values in e, 6 entries: atom 1 (N): -0.1139, atom 2 (H): 0.5186, atom 3 (H): 0.3523, atom 4 (H): 0.3462, atom 5 (H): 0.3413, atom 6 (C): -0.6871


*R*
An isolated ion of composition C4H11N2 and charge +1. Source: OMol25; level of theory: ωB97M-V/def2-TZVPD.

Positions of all 17 atoms, in Å:
N: 0.490 -0.939 1.433
H: -1.414 -1.556 0.498
H: -2.335 0.593 -0.487
C: -0.251 0.231 -0.211
C: 0.518 0.321 -1.536
H: 1.167 -0.628 -1.396
H: 1.482 1.093 0.884
H: 1.327 -1.371 1.409
H: -0.068 0.951 1.869
H: -0.080 0.153 -2.380
C: -0.391 -1.208 0.271
H: -1.352 1.899 -0.443
N: -1.469 1.046 -0.128
H: -0.036 -2.027 -0.419
H: 1.021 1.305 -1.752
H: -0.041 -1.079 2.391
C: 0.560 0.504 1.105

Calculated values
Net charge: +1
Frontier orbital gap (eV): 9.76
SMILES string: CC1(N)C[NH2+]C1
E_LUMO (eV): -3.6526

Mulliken atomic charge list, values in e, 6 entries: atom 1 (N): -0.0224, atom 2 (H): 0.3391, atom 3 (H): 0.2264, atom 4 (C): 1.7257, atom 5 (C): -1.3807, atom 6 (H): 0.3383


Unit: eV. Relative energies: *P* 0.000; *Q* 0.602; *R* 0.495.


*P*
A 2-piece molecular cluster, C4H11N2 overall. Source: OMol25; level of theory: ωB97M-V/def2-TZVPD.

Positions of all 17 atoms, in Å:
C: 0.973 0.773 0.229
C: 1.930 1.433 1.130
H: 1.239 -0.735 -1.148
H: -1.602 2.311 -1.000
H: -2.289 1.179 0.209
H: -1.573 -3.242 0.022
H: 2.565 -0.410 -0.070
H: -2.332 -2.579 -1.472
H: 2.464 0.667 1.701
C: -1.941 -2.298 -0.555
H: 2.768 1.726 0.383
N: 1.575 -0.234 -0.339
C: -1.376 1.570 -0.202
H: 1.454 2.201 1.742
H: -2.555 -1.689 0.092
N: -0.249 1.077 0.009
H: -1.050 -1.750 -0.733

Calculated values
Net charge: +1
Frontier orbital gap (eV): 10.72
E_LUMO (eV): -4.4275

Mulliken atomic charge list, values in e, 6 entries: atom 1 (C): 0.7843, atom 2 (C): -1.2754, atom 3 (H): 0.2306, atom 4 (H): 0.2813, atom 5 (H): 0.2878, atom 6 (H): 0.2534


*Q*
An isolated ion of composition C4H11N2 and charge +1. Source: OMol25; level of theory: ωB97M-V/def2-TZVPD.

Positions of all 17 atoms, in Å:
C: -1.269 -0.432 1.523
H: 0.471 1.638 -2.346
C: 0.153 -0.860 0.951
N: 0.713 0.664 -2.499
H: -1.629 -1.319 2.036
H: 1.724 0.628 -2.394
H: -0.085 1.637 0.404
H: 0.074 -1.191 -1.797
H: -0.095 -1.827 0.497
H: -0.906 0.226 -1.293
H: 1.478 1.138 1.290
C: 0.103 -0.153 -1.465
C: 0.679 0.890 0.596
H: -1.220 0.396 2.222
H: 0.852 -1.063 1.762
H: -1.960 -0.199 0.716
N: 0.918 -0.172 -0.203

Calculated values
Net charge: +1
Frontier orbital gap (eV): 8.42
E_LUMO (eV): -6.0407

Mulliken atomic charge list, values in e, 6 entries: atom 1 (C): -1.0624, atom 2 (H): 0.2659, atom 3 (C): -0.5385, atom 4 (N): -0.5897, atom 5 (H): 0.3598, atom 6 (H): 0.2803


*R*
An isolated ion of composition C4H11N2 and charge +1. Source: OMol25; level of theory: ωB97M-V/def2-TZVPD.

Positions of all 17 atoms, in Å:
H: 0.723 -0.671 -1.698
C: 0.931 0.355 1.476
H: 1.642 0.134 2.295
H: 0.113 0.949 1.981
C: -0.872 0.930 -1.794
N: 0.344 -1.071 1.150
C: -0.657 -0.967 0.035
H: -0.120 -1.416 2.131
C: -0.132 -0.219 -1.107
H: -0.996 0.718 -2.809
H: -0.849 -2.083 -0.211
H: 1.161 -1.623 0.902
H: -0.337 1.874 -1.721
N: 1.408 0.909 0.256
H: -1.742 1.051 -1.250
H: -1.699 -0.623 0.433
H: 1.083 1.752 -0.067

Calculated values
Net charge: +1
Frontier orbital gap (spin up / spin down) (eV): 8.60 / 8.50
E_LUMO (spin up / spin down) (eV): -4.8509 / -4.8788

Mulliken atomic charge list, values in e, 6 entries: atom 1 (H): 0.2890, atom 2 (C): -0.3065, atom 3 (H): 0.3743, atom 4 (H): 0.3241, atom 5 (C): -1.1360, atom 6 (N): -0.3060


*S*
An isolated ion of composition C4H11N2 and charge +1. Source: OMol25; level of theory: ωB97M-V/def2-TZVPD.

Positions of all 17 atoms, in Å:
C: -1.770 0.386 0.775
H: -1.376 0.607 -1.269
H: -0.219 -1.764 -1.721
H: 1.598 -0.942 1.243
H: 1.958 1.413 -0.784
H: -2.370 -0.581 0.439
N: -0.857 0.828 -0.359
H: 2.602 -0.247 -1.122
C: 0.373 -0.015 -0.287
C: 1.763 0.350 -0.521
H: -1.234 0.238 1.634
C: 1.285 0.002 0.871
H: -2.568 1.075 0.827
H: 0.634 -2.200 -0.418
H: -0.595 1.756 -0.244
N: -0.192 -1.708 -0.700
H: 0.966 0.802 1.636

Calculated values
Net charge: +1
Frontier orbital gap (eV): 10.92
SMILES string: C[NH2+]C1(N)CC1
E_LUMO (eV): -3.4221

Mulliken atomic charge list, values in e, 6 entries: atom 1 (C): -0.9021, atom 2 (H): 0.4061, atom 3 (H): 0.2647, atom 4 (H): 0.2594, atom 5 (H): 0.2330, atom 6 (H): 0.3081


Unit: eV. Relative energies: *P* 0.000; *Q* 2.134; *R* 2.342; *S* 1.772.


*P*
An isolated ion of composition C4H11N2 and charge +1. Source: OMol25; level of theory: ωB97M-V/def2-TZVPD.

Positions of all 17 atoms, in Å:
H: -0.288 -0.130 1.792
H: 2.310 1.948 -0.856
C: -0.738 0.363 -0.903
H: 1.811 0.456 -1.685
N: -0.952 -2.113 1.812
H: 1.871 0.486 0.218
H: -0.555 -2.101 2.764
C: 0.192 1.472 -0.555
H: -0.827 -1.860 -0.719
H: 0.099 2.071 0.389
C: -0.553 -0.994 1.109
N: -0.571 -0.887 -0.155
H: -1.429 -2.871 1.445
H: -0.280 0.207 -1.895
C: 1.767 0.989 -0.748
H: 0.045 2.449 -1.201
H: -1.901 0.516 -0.812

Calculated values
Net charge: +1
Frontier orbital gap (eV): 11.18
SMILES string: CCCNC=[NH2+]
E_LUMO (eV): -3.7964

Mulliken atomic charge list, values in e, 6 entries: atom 1 (H): 0.2911, atom 2 (H): 0.3261, atom 3 (C): -0.4326, atom 4 (H): 0.3364, atom 5 (N): -0.3575, atom 6 (H): 0.2931


*Q*
An isolated ion of composition C4H11N2 and charge +1. Source: OMol25; level of theory: ωB97M-V/def2-TZVPD.

Positions of all 17 atoms, in Å:
N: 1.990 0.383 0.118
H: -1.216 -1.173 1.318
H: 0.397 0.614 -1.081
N: -0.954 -0.687 0.515
C: -2.107 -0.756 -0.421
C: 0.730 1.025 -0.149
H: -3.088 -0.359 0.066
H: 0.705 2.108 0.006
H: -2.096 -1.736 -0.897
C: 2.345 -0.660 -0.547
H: 1.577 -1.051 -1.209
H: -1.868 -0.061 -1.225
H: 2.632 0.860 0.782
H: -0.231 0.686 1.832
C: -0.596 0.651 0.767
H: 3.241 -1.259 -0.453
H: -1.461 1.416 0.578

Calculated values
Net charge: +1
Frontier orbital gap (eV): 8.02
SMILES string: C=[NH+]CCNC
E_LUMO (eV): -5.1391

Mulliken atomic charge list, values in e, 6 entries: atom 1 (N): 0.0605, atom 2 (H): 0.2478, atom 3 (H): 0.2885, atom 4 (N): -0.3095, atom 5 (C): -0.9195, atom 6 (C): -0.7210


Unit: eV. Relative energies: *P* 0.000; *Q* 0.520.


*P*
A 2-piece molecular cluster, C4H11N2 overall. Source: OMol25; level of theory: ωB97M-V/def2-TZVPD.

Positions of all 17 atoms, in Å:
H: -1.469 1.198 -1.652
H: 2.072 -1.279 -0.615
H: -1.437 -0.864 1.833
N: 1.468 -1.525 0.172
C: 1.252 -2.774 0.254
H: 1.589 -3.499 -0.480
N: -0.374 0.391 0.662
C: -0.210 1.682 -0.003
H: 0.821 1.981 0.193
H: 0.679 -3.101 1.117
H: -0.292 2.437 -2.032
H: 0.292 -0.430 0.420
H: -0.895 2.428 0.387
H: -1.998 0.953 1.735
C: -0.429 1.490 -1.515
H: 0.277 0.771 -1.918
C: -1.345 0.141 1.443

Calculated values
Net charge: +1
Frontier orbital gap (eV): 10.84
E_LUMO (eV): -4.2427

Mulliken atomic charge list, values in e, 6 entries: atom 1 (H): 0.3224, atom 2 (H): 0.2138, atom 3 (H): 0.2337, atom 4 (N): -0.5355, atom 5 (C): -0.2237, atom 6 (H): 0.2612


*Q*
A 2-piece molecular cluster, C4H11N2 overall. Source: OMol25; level of theory: ωB97M-V/def2-TZVPD.

Positions of all 17 atoms, in Å:
H: -0.419 1.328 1.693
H: -1.292 -1.138 -1.597
H: -1.562 1.617 0.354
H: 2.629 -1.022 -0.152
C: -1.051 -0.091 -1.364
C: 2.267 1.098 0.011
H: 1.656 1.930 -0.078
C: -0.490 -0.101 0.044
C: 1.960 -0.176 0.104
H: 3.245 1.357 -0.395
H: -0.499 0.293 -2.144
H: -0.103 -2.113 0.596
N: -0.796 -1.459 0.868
H: -0.816 -1.141 1.850
H: -1.736 -1.766 0.569
H: -2.092 0.440 -1.208
N: -0.900 0.942 0.849

Calculated values
Net charge: +1
Frontier orbital gap (spin up / spin down) (eV): 8.63 / 8.63
E_LUMO (spin up / spin down) (eV): -4.1004 / -4.1021

Mulliken atomic charge list, values in e, 6 entries: atom 1 (H): 0.2488, atom 2 (H): 0.3265, atom 3 (H): 0.2208, atom 4 (H): 0.3154, atom 5 (C): -1.1888, atom 6 (C): -0.5575


*R*
An isolated ion of composition C4H11N2 and charge +1. Source: OMol25; level of theory: ωB97M-V/def2-TZVPD.

Positions of all 17 atoms, in Å:
H: 2.630 1.190 0.050
C: -0.265 -0.238 -1.015
H: 1.145 2.414 0.004
H: -2.429 -2.114 -0.070
C: 0.831 0.301 -0.071
N: 1.661 1.564 -0.413
H: 1.887 0.480 1.731
H: -1.553 0.573 0.700
C: 1.163 -0.042 1.142
H: -0.079 -1.323 -1.276
H: -0.401 0.409 -1.955
H: 1.917 1.738 -1.452
H: 0.674 -0.898 1.630
H: -2.375 0.176 -0.783
N: -1.736 -1.591 0.490
H: -2.092 -1.503 1.401
C: -1.529 -0.180 -0.143

Calculated values
Net charge: +1
Frontier orbital gap (eV): 9.26
SMILES string: C=C([NH3+])CCN
E_LUMO (eV): -3.8778

Mulliken atomic charge list, values in e, 6 entries: atom 1 (H): 0.4514, atom 2 (C): -0.3791, atom 3 (H): 0.3720, atom 4 (H): 0.2259, atom 5 (C): 0.3677, atom 6 (N): -0.4187


Unit: eV. Relative energies: *P* 0.000; *Q* 3.486; *R* 1.155.